[1]
The following is a DFT calculation (wB97M-V/def2-TZVPD) of a molecular structure, C4H6O2 at a distorted geometry.

Computed properties:
HOMO level: -8.40 eV
spin multiplicity: 1
LUMO level: 0.026 Eh
Kohn-Sham gap: 9.10 eV

CARTESIAN COORDINATES (ANGSTROEM)
O 1.39 1.27 0.12
C 0.37 0.35 -0.02
C -0.16 -0.38 1.13
C 0.56 -1.10 -0.32
O -0.50 -1.12 -1.25
C -0.62 0.32 -1.18
H 1.07 1.95 0.74
H 0.48 -0.38 2.00
H -1.21 -0.61 1.26
H 0.50 -1.77 0.59
H -1.65 0.63 -0.98
H -0.23 0.83 -2.08

Results of the Mulliken charge analysis, in e, for atoms 1 through 6: O -0.4725; C 0.6246; C -0.8435; C -0.3203; O -0.3221; C -0.5142

=====

[2]
The following is a DFT calculation (wB97M-V/def2-TZVPD) of a single C4H6O2 molecule at a distorted geometry.

Computed properties:
SMILES: CC(=O)C(C)=O
HOMO level: -9.58 eV
spin multiplicity: 1
LUMO level: -0.006 Eh
Kohn-Sham gap: 9.41 eV

CARTESIAN COORDINATES (ANGSTROEM)
C 1.66 -1.25 -0.19
C 1.00 0.09 0.09
O 1.49 1.19 -0.05
C -0.47 0.02 0.49
C -1.10 1.28 1.06
O -1.11 -0.99 0.28
H 0.88 -1.70 -0.82
H 2.70 -0.94 -0.42
H 1.55 -1.61 0.85
H -2.08 1.10 1.50
H -0.99 2.17 0.41
H -0.43 1.66 2.00

Results of the Mulliken charge analysis, in e, for atoms 1 through 6: C -0.9625; C 0.5431; O -0.5427; C 0.7290; C -1.0206; O -0.5374

=====

[3]
The following is a DFT calculation (wB97M-V/def2-TZVPD) of a single C4H6O2 molecule.

Computed properties:
SMILES: CC(=O)CC=O
HOMO level: -9.99 eV
spin multiplicity: 1
LUMO level: 0.022 Eh
Kohn-Sham gap: 10.58 eV

CARTESIAN COORDINATES (ANGSTROEM)
C -1.67 -0.04 0.10
C -0.35 0.35 0.73
O -0.23 0.45 1.93
C 0.85 0.57 -0.18
C 1.57 -0.73 -0.49
O 1.94 -1.05 -1.59
H -1.56 -0.87 -0.61
H -2.10 0.80 -0.45
H -2.36 -0.34 0.89
H 0.61 1.06 -1.12
H 1.56 1.19 0.40
H 1.75 -1.39 0.39

Results of the Mulliken charge analysis, in e, for atoms 1 through 6: C -1.0564; C 0.6437; O -0.5294; C -0.4754; C 0.0047; O -0.4596

=====

[4]
The following is a DFT calculation (wB97M-V/def2-TZVPD) of a single C4H6O2 molecule at a distorted geometry.

Computed properties:
HOMO level (spin up / spin down): -9.88 / -9.75 eV
spin multiplicity: 1
LUMO level (spin up / spin down): -0.022 / -0.018 Eh
Kohn-Sham gap (spin up / spin down): 9.27 / 9.26 eV

CARTESIAN COORDINATES (ANGSTROEM)
C 0.56 1.60 -0.53
C 0.74 0.13 -0.41
O 1.55 -0.48 -1.06
C 0.04 -0.80 0.54
C -1.36 -1.15 0.52
O 0.36 -2.01 -0.07
H 1.05 2.08 0.33
H 1.03 1.95 -1.45
H -0.50 1.85 -0.50
H 0.41 -0.74 1.57
H -1.97 -1.07 -0.37
H -1.90 -1.36 1.45

Results of the Mulliken charge analysis, in e, for atoms 1 through 6: C -1.1007; C 0.5253; O -0.4950; C 0.4791; C -0.7217; O -0.4500

=====

[5]
The following is a DFT calculation (wB97M-V/def2-TZVPD) of a single C4H6O2 molecule at a distorted geometry.

Computed properties:
HOMO level: -9.59 eV
spin multiplicity: 1
LUMO level: 0.031 Eh
Kohn-Sham gap: 10.43 eV

CARTESIAN COORDINATES (ANGSTROEM)
O -1.61 -0.19 -1.12
C -0.61 -0.75 -0.32
C 0.85 -0.31 -0.46
C 0.63 1.07 0.13
C -0.18 -0.11 1.02
O 1.10 -0.80 0.90
H -1.92 0.62 -0.69
H -0.73 -1.84 -0.30
H 1.58 -0.65 -1.19
H 1.63 1.47 0.40
H 0.02 1.86 -0.30
H -0.74 -0.39 1.94

Results of the Mulliken charge analysis, in e, for atoms 1 through 6: O -0.5376; C -0.1265; C -0.0068; C -0.6393; C -0.2716; O -0.4507

=====

[6]
The following is a DFT calculation (wB97M-V/def2-TZVPD) of a single C4H6O2 molecule.

Computed properties:
SMILES: C=C[C@H](O)C=O
HOMO level: -9.83 eV
spin multiplicity: 1
LUMO level: 0.027 Eh
Kohn-Sham gap: 10.57 eV

CARTESIAN COORDINATES (ANGSTROEM)
C -0.88 -1.35 0.38
C -0.77 -0.06 0.70
C 0.11 0.86 -0.09
O -0.21 1.01 -1.47
C 1.54 0.28 -0.13
O 1.82 -0.87 0.08
H -1.31 -2.08 1.05
H -0.46 -1.73 -0.55
H -1.18 0.31 1.64
H 0.15 1.85 0.38
H -1.14 0.77 -1.59
H 2.33 1.00 -0.41

Results of the Mulliken charge analysis, in e, for atoms 1 through 6: C -0.6359; C -0.2343; C 0.0646; O -0.5354; C 0.0302; O -0.4384

=====

[7]
The following is a DFT calculation (wB97M-V/def2-TZVPD) of 2 unconnected molecules or ions with the total composition C4H6O2 at a distorted geometry.

Computed properties:
SMILES: O=C=O.C=CC
HOMO level: -9.75 eV
spin multiplicity: 1
LUMO level: 0.022 Eh
Kohn-Sham gap: 10.36 eV

CARTESIAN COORDINATES (ANGSTROEM)
O -2.91 -0.51 1.01
C -2.31 -0.16 0.09
O -2.01 0.03 -1.00
C 0.74 1.08 1.00
C 0.46 0.01 0.25
C 1.09 -0.63 -0.94
H 1.39 1.87 0.75
H 0.18 1.19 1.94
H -0.26 -0.67 0.72
H 0.72 -1.68 -0.90
H 2.16 -0.31 -1.02
H 0.75 -0.21 -1.90

Results of the Mulliken charge analysis, in e, for atoms 1 through 6: O -0.3483; C 0.7048; O -0.3506; C -0.7707; C -0.0044; C -0.9756

=====

[8]
The following is a DFT calculation (wB97M-V/def2-TZVPD) of a single C4H6O2 molecule at a distorted geometry.

Computed properties:
SMILES: C=COCC=O
HOMO level: -9.52 eV
spin multiplicity: 1
LUMO level: 0.038 Eh
Kohn-Sham gap: 10.56 eV

CARTESIAN COORDINATES (ANGSTROEM)
C -1.13 0.69 -1.74
C -0.86 0.40 -0.49
O 0.18 -0.46 -0.26
C 1.12 0.11 0.69
C 0.61 -1.19 1.55
O -0.13 -1.24 2.49
H -0.61 0.15 -2.53
H -1.79 1.50 -1.99
H -1.32 0.86 0.39
H 2.16 0.08 0.30
H 0.92 1.21 0.65
H 0.84 -2.12 0.94

Results of the Mulliken charge analysis, in e, for atoms 1 through 6: C -0.6863; C -0.0083; O -0.3716; C -0.5214; C 0.2301; O -0.4695

=====

[9]
The following is a DFT calculation (wB97M-V/def2-TZVPD) of a single C4H6O2 molecule.

Computed properties:
HOMO level: -8.48 eV
spin multiplicity: 1
LUMO level: 0.024 Eh
Kohn-Sham gap: 9.12 eV

CARTESIAN COORDINATES (ANGSTROEM)
C -0.03 1.64 0.57
C -0.56 -0.58 -0.53
C 0.82 -0.23 -0.84
O 0.39 0.27 0.49
C -0.84 -1.85 0.11
O -0.95 -2.91 -0.50
H 0.67 2.15 1.23
H -0.05 2.10 -0.42
H -1.03 1.65 0.99
H 1.65 -0.93 -0.71
H 1.04 0.58 -1.53
H -1.05 -1.79 1.20

Results of the Mulliken charge analysis, in e, for atoms 1 through 6: C -0.6103; C -0.2761; C -0.2398; O -0.0898; C 0.1567; O -0.5147

=====

[10]
The following is a DFT calculation (wB97M-V/def2-TZVPD) of 2 unconnected molecules or ions with the total composition C4H6O2 at a distorted geometry.

Computed properties:
SMILES: C1CO1.C=C=O
HOMO level: -9.41 eV
spin multiplicity: 1
LUMO level: 0.031 Eh
Kohn-Sham gap: 10.26 eV

CARTESIAN COORDINATES (ANGSTROEM)
C -1.19 -0.98 0.36
C -1.66 0.40 0.21
O -1.57 -0.47 -0.91
H -0.13 -1.18 0.47
H -1.87 -1.72 0.78
H -2.67 0.67 0.52
H -0.95 1.22 0.21
C 1.87 0.18 -0.81
C 2.14 0.75 0.34
O 2.39 1.26 1.36
H 2.64 -0.37 -1.33
H 0.86 0.24 -1.22

Results of the Mulliken charge analysis, in e, for atoms 1 through 6: C -0.2046; C -0.1791; O -0.3780; H 0.1911; H 0.2237; H 0.2304

=====

[11]
The following is a DFT calculation (wB97M-V/def2-TZVPD) of a molecular structure, C4H6O2.

Computed properties:
HOMO level: -8.56 eV
spin multiplicity: 1
LUMO level: 0.011 Eh
Kohn-Sham gap: 8.85 eV

CARTESIAN COORDINATES (ANGSTROEM)
O -1.83 0.19 0.63
C -0.60 -0.16 0.16
C 0.06 0.44 -1.09
C 1.37 0.42 -0.24
O 2.51 0.72 -0.54
C 0.67 -0.11 0.89
H -1.72 0.42 1.56
H -0.95 -1.44 -0.28
H -0.36 1.43 -1.28
H 0.05 -0.16 -2.00
H -0.16 -1.37 0.27
H 0.91 -0.40 1.91

Results of the Mulliken charge analysis, in e, for atoms 1 through 6: O -0.4611; C 1.0010; C -0.7551; C 0.5635; O -0.6404; C -1.1818

=====

[12]
The following is a DFT calculation (wB97M-V/def2-TZVPD) of 2 unconnected molecules or ions with the total composition C4H6O2 at a distorted geometry.

Computed properties:
HOMO level: -10.32 eV
spin multiplicity: 1
LUMO level: 0.040 Eh
Kohn-Sham gap: 11.41 eV

CARTESIAN COORDINATES (ANGSTROEM)
C 1.35 -0.25 0.10
C -0.09 -0.02 0.58
C -0.75 1.26 0.36
O -1.43 0.14 -0.12
C -0.71 -1.37 -1.57
O -1.68 -1.92 -1.77
H 1.97 0.19 0.90
H 1.65 -1.30 0.02
H 1.62 0.26 -0.83
H -0.31 -0.59 1.47
H -0.35 1.87 -0.46
H -1.18 1.79 1.19

Results of the Mulliken charge analysis, in e, for atoms 1 through 6: C -1.2247; C 0.1848; C -0.3788; O -0.3701; C 0.1270; O -0.2084

=====

[13]
The following is a DFT calculation (wB97M-V/def2-TZVPD) of a molecular structure, C4H6O2.

Computed properties:
HOMO level: -8.96 eV
spin multiplicity: 1
LUMO level: 0.033 Eh
Kohn-Sham gap: 9.87 eV

CARTESIAN COORDINATES (ANGSTROEM)
C 2.65 0.57 -0.19
O 2.69 -0.06 0.84
C -0.36 -0.51 0.56
C -1.62 -0.94 0.52
C -1.89 0.18 -0.44
O -0.49 0.57 -0.31
H 3.55 1.07 -0.59
H 1.72 0.67 -0.78
H 0.60 -0.72 1.02
H -2.19 -1.75 0.96
H -2.53 1.00 -0.10
H -2.11 -0.09 -1.48

Results of the Mulliken charge analysis, in e, for atoms 1 through 6: C -0.0032; O -0.4369; C -0.1303; C -0.4504; C -0.2140; O -0.4108

=====

[14]
The following is a DFT calculation (wB97M-V/def2-TZVPD) of a single C4H6O2 molecule at a distorted geometry.

Computed properties:
HOMO level (spin up / spin down): -7.27 / -7.20 eV
spin multiplicity: 1
LUMO level (spin up / spin down): 0.035 / 0.030 Eh
Kohn-Sham gap (spin up / spin down): 8.22 / 8.02 eV

CARTESIAN COORDINATES (ANGSTROEM)
C -0.78 0.92 -0.13
C -0.15 0.15 1.04
O -0.42 -1.23 0.76
C 0.66 -1.47 -0.03
O 0.80 -0.65 -1.09
C 0.21 0.52 -1.17
H -0.78 2.01 0.00
H -1.83 0.62 -0.35
H -0.44 0.46 2.04
H 1.02 -0.06 0.93
H 0.99 -2.48 -0.18
H 0.71 1.22 -1.82

Results of the Mulliken charge analysis, in e, for atoms 1 through 6: C -0.4145; C -0.4182; O -0.3729; C -0.2426; O -0.2651; C -0.2821

=====

[15]
The following is a DFT calculation (wB97M-V/def2-TZVPD) of a single C4H6O2 molecule.

Computed properties:
SMILES: O=CCCC=O
HOMO level: -9.89 eV
spin multiplicity: 1
LUMO level: 0.035 Eh
Kohn-Sham gap: 10.83 eV

CARTESIAN COORDINATES (ANGSTROEM)
O 0.17 -0.84 -1.73
C 0.69 0.21 -1.42
C 0.58 0.79 -0.03
C 0.11 -0.32 0.92
C -1.32 -0.69 0.56
O -2.15 0.15 0.31
H 1.25 0.81 -2.17
H -0.19 1.57 -0.04
H 1.53 1.26 0.27
H 0.77 -1.19 0.85
H 0.12 0.03 1.96
H -1.56 -1.78 0.53

Results of the Mulliken charge analysis, in e, for atoms 1 through 6: O -0.4688; C 0.1163; C -0.6235; C -0.5301; C 0.0824; O -0.4902

=====

[16]
The following is a DFT calculation (wB97M-V/def2-TZVPD) of a single C4H6O2 molecule at a distorted geometry.

Computed properties:
SMILES: O=C[C@H]1CCO1
HOMO level: -10.15 eV
spin multiplicity: 1
LUMO level: -0.008 Eh
Kohn-Sham gap: 9.92 eV

CARTESIAN COORDINATES (ANGSTROEM)
O 2.39 -0.38 -0.78
C 1.97 0.23 0.18
C 0.42 0.40 0.36
C -0.34 -0.54 -0.50
C -1.64 -0.02 0.04
O -1.01 0.10 1.33
H 2.67 0.83 0.78
H 0.24 1.46 0.43
H -0.26 -1.40 0.18
H -0.05 -0.82 -1.50
H -2.47 -0.73 -0.10
H -1.97 0.97 -0.31

Results of the Mulliken charge analysis, in e, for atoms 1 through 6: O -0.4168; C -0.0946; C -0.1214; C -0.4603; C -0.4077; O -0.4393

=====

[17]
The following is a DFT calculation (wB97M-V/def2-TZVPD) of a single C4H6O2 molecule at a distorted geometry.

Computed properties:
HOMO level (spin up / spin down): -8.51 / -7.86 eV
spin multiplicity: 1
LUMO level (spin up / spin down): 0.015 / -0.036 Eh
Kohn-Sham gap (spin up / spin down): 8.91 / 6.89 eV

CARTESIAN COORDINATES (ANGSTROEM)
O 1.41 -1.12 0.38
C 1.48 0.12 0.57
C 0.57 1.14 0.20
C -0.48 -0.77 -0.98
C -1.25 -0.20 0.15
O -0.80 1.13 0.26
H 2.40 0.51 1.05
H 0.92 2.16 0.32
H -0.44 -1.84 -1.13
H -0.42 -0.17 -1.89
H -1.05 -0.78 1.07
H -2.34 -0.17 -0.02

Results of the Mulliken charge analysis, in e, for atoms 1 through 6: O -0.4969; C 0.2342; C -0.3514; C -0.7401; C -0.1077; O -0.2972

=====

[18]
The following is a DFT calculation (wB97M-V/def2-TZVPD) of 2 unconnected molecules or ions with the total composition C4H6O2.

Computed properties:
SMILES: C1=CC1.O=CO
HOMO level: -10.11 eV
spin multiplicity: 1
LUMO level: 0.030 Eh
Kohn-Sham gap: 10.93 eV

CARTESIAN COORDINATES (ANGSTROEM)
C -0.60 -1.01 -0.72
C 0.61 -1.31 -1.06
C 0.11 0.01 -1.56
H -1.52 -1.26 -0.22
H 1.44 -1.99 -1.05
H -0.15 0.13 -2.62
H 0.50 0.94 -1.12
O 0.41 0.46 3.10
C 0.21 0.79 1.97
O -1.03 1.05 1.50
H 1.00 0.92 1.21
H -0.98 1.26 0.56

Results of the Mulliken charge analysis, in e, for atoms 1 through 6: C -0.3976; C -0.1211; C -0.5209; H 0.3394; H 0.3581; H 0.2157

=====

[19]
The following is a DFT calculation (wB97M-V/def2-TZVPD) of a single C4H6O2 molecule at a distorted geometry.

Computed properties:
SMILES: C[C@@]1(C=O)CO1
HOMO level: -10.04 eV
spin multiplicity: 1
LUMO level: 0.026 Eh
Kohn-Sham gap: 10.75 eV

CARTESIAN COORDINATES (ANGSTROEM)
C 1.22 -0.50 0.55
C -0.18 0.32 0.05
C 0.14 0.63 -1.37
O 1.15 0.13 -1.81
C -1.52 -0.07 0.54
O -1.15 1.29 0.60
H 2.04 0.16 0.85
H 0.88 -1.15 1.34
H 1.73 -1.20 -0.18
H -0.44 1.32 -2.00
H -2.32 -0.41 -0.12
H -1.55 -0.52 1.54

Results of the Mulliken charge analysis, in e, for atoms 1 through 6: C -0.9995; C 0.6673; C -0.1649; O -0.4810; C -0.3793; O -0.4316

=====

[20]
The following is a DFT calculation (wB97M-V/def2-TZVPD) of a single C4H6O2 molecule.

Computed properties:
SMILES: O=CCCC=O
HOMO level: -9.77 eV
spin multiplicity: 1
LUMO level: 0.032 Eh
Kohn-Sham gap: 10.62 eV

CARTESIAN COORDINATES (ANGSTROEM)
O -0.89 -0.61 -1.61
C -1.09 -1.04 -0.50
C -0.33 -0.57 0.72
C 0.22 0.84 0.50
C 1.15 0.82 -0.70
O 2.15 0.14 -0.71
H -1.85 -1.82 -0.32
H 0.52 -1.25 0.85
H -0.96 -0.66 1.61
H -0.59 1.57 0.35
H 0.80 1.15 1.38
H 0.87 1.44 -1.57

Results of the Mulliken charge analysis, in e, for atoms 1 through 6: O -0.4684; C 0.1062; C -0.6180; C -0.4933; C 0.0756; O -0.4896

=====

The records above give, respectively, energy relative to the best compared isomer or geometry (same formula, charge and spin) values of 4.7889, 1.3249, 0.7867, 4.4752, 4.1542, 1.9522, 1.0525, 3.5117, 4.9595, 2.8479, 5.4160, 2.7694, 3.3678, 5.0648, 0.9872, 4.3904, 4.9289, 3.1174, 3.2797, 1.0302 eV.
The records above give, respectively, total energy values of -306.33031, -306.45761, -306.47739, -306.34184, -306.35363, -306.43455, -306.46762, -306.37724, -306.32404, -306.40164, -306.30726, -306.40452, -306.38253, -306.32017, -306.47002, -306.34495, -306.32516, -306.39173, -306.38577, -306.46844 Eh.